{
  "formula": "C3HErO3",
  "method": "ωB97M-V/def2-TZVPD",
  "charge": 2,
  "gap_ha": [0.343, 0.197],
  "spin_multiplicity": 4,
  "e_above_lowest_ev": 0.4779,
  "species": ["O", "Er", "O", "C", "O", "C", "H", "C"],
  "coordinates": [[0.687, -0.501, -1.273], [0.395, -2.697, -0.605], [-0.898, -1.815, 1.266], [-1.276, -0.818, 1.767], [-1.533, 0.204, 2.240], [0.808, 1.909, -1.027], [0.807, 2.983, -1.030], [1.009, 0.735, -1.338]]
}